Formula: C9H13N2PS2
Source: OMol25
Level of theory: the ωB97M-V functional and the def2-TZVPD basis

- relative energy (zero: lowest compared OMol25 entry of this formula, charge and spin) (kcal per mole) = 25.80
- HOMO-LUMO gap (eV) = 7.9
- SMILES = CC(C)(N)SP1Nc2ccccc2S1
- HOMO (eV) = -7.1880

Each line ends with the Mulliken charge.
Element x y z (Å)
C1 -2.116 -3.161 0.613  -0.3822
C2 -0.943 -3.766 1.047  -0.3538
C3 -2.346 -1.807 0.670  -0.7379
C4 0.068 -2.958 1.527  -0.8869
C5 -1.345 -0.932 1.133  -0.0340
C6 -0.130 -1.581 1.483  0.9047
C7 2.497 2.423 -1.066  -1.6816
C8 0.029 2.556 -1.789  -1.3127
C9 1.097 1.918 -0.924  0.9985
N1 -1.302 0.450 0.992  -0.1034
N2 1.080 0.509 -0.991  -0.3340
P1 -0.125 1.179 2.043  0.0433
S1 0.543 2.750 0.785  -0.2160
S2 1.218 -0.480 1.961  -0.2509
H1 -2.975 -3.786 0.096  0.1845
H2 -0.702 -4.872 1.098  0.2710
H3 -3.251 -1.484 0.344  0.4903
H4 0.969 -3.263 1.815  0.5412
H5 3.155 2.123 -0.272  0.3982
H6 2.956 1.832 -1.905  0.4094
H7 2.397 3.485 -1.010  0.4463
H8 0.165 2.164 -2.898  0.3302
H9 0.078 3.663 -1.945  0.3398
H10 -1.087 2.310 -1.418  0.2624
H11 1.974 0.057 -1.029  0.1988
H12 -2.262 0.756 1.019  0.2976
H13 0.357 -0.085 -1.379  0.1772

=====

Formula: C9H13N3
Source: OMol25
Level of theory: the ωB97M-V functional and the def2-TZVPD basis

- relative energy (zero: lowest compared OMol25 entry of this formula, charge and spin) (kcal per mole) = 123.63
- HOMO-LUMO gap (eV) = 7.2
- HOMO (eV) = -7.7657

Each line ends with the Mulliken charge.
Element x y z (Å)
C1 -2.345 -1.210 0.073  -1.0557
C2 -2.475 0.219 0.339  -0.6962
C3 -0.947 -1.407 0.104  0.9649
C4 -1.229 0.746 0.473  0.4336
C5 1.937 0.480 1.376  -0.3419
C6 1.116 -0.195 0.363  -0.0448
C7 -0.250 -2.728 -0.083  -1.6389
C8 -0.793 2.152 0.594  -1.0873
C9 1.617 0.148 -1.901  -0.8072
N1 2.689 -0.705 1.370  -0.7080
N2 1.869 -1.372 0.609  -0.0432
N3 -0.290 -0.228 0.397  0.4032
H1 -3.012 -1.961 0.037  0.5426
H2 -3.328 0.820 0.464  0.4957
H3 2.484 1.368 1.291  0.4583
H4 1.490 0.473 2.395  0.3108
H5 0.382 -2.639 -0.871  0.4043
H6 0.293 -2.897 0.794  0.3969
H7 -0.979 -3.500 -0.241  0.3664
H8 -1.243 2.849 1.321  0.3393
H9 0.305 2.211 0.679  0.1711
H10 -0.963 2.651 -0.481  0.2069
H11 1.574 1.231 -2.189  0.2670
H12 0.960 -0.477 -2.440  0.2695
H13 2.579 -0.199 -1.760  0.3928

=====

Formula: C9H13N5
Source: OMol25
Level of theory: the ωB97M-V functional and the def2-TZVPD basis

- relative energy (zero: lowest compared OMol25 entry of this formula, charge and spin) (kcal per mole) = 56.18
- HOMO-LUMO gap (eV) = 8.6
- SMILES = C=Cn1nnc(C2=CCCN(C)C2)n1
- HOMO (eV) = -8.2005

Each line ends with the Mulliken charge.
Element x y z (Å)
N1 -0.544 2.393 0.938  -0.3949
N2 -1.751 2.812 0.918  -0.4563
N3 -1.816 0.678 0.178  -0.8249
C1 -0.605 1.052 0.503  -0.0772
C2 -4.659 2.941 0.708  -0.7778
C3 -3.912 1.815 0.421  0.1342
C4 0.539 0.186 0.353  0.6804
C5 1.807 0.666 0.562  -0.5580
N4 -2.516 1.786 0.462  0.9381
N5 1.525 -1.703 -0.821  0.0507
C6 1.405 -2.808 -1.797  -0.9813
C7 0.281 -1.197 -0.193  -0.7331
C8 3.038 -0.157 0.297  -0.5515
C9 2.705 -1.635 0.090  -0.7469
H1 -4.147 3.863 1.021  0.2577
H2 -5.726 3.021 0.613  0.2749
H3 -4.431 0.905 0.108  0.3244
H4 1.917 1.634 0.972  0.5116
H5 1.444 -3.802 -1.350  0.3230
H6 2.246 -2.744 -2.535  0.2968
H7 0.458 -2.686 -2.328  0.3316
H8 -0.104 -1.820 0.625  0.2402
H9 -0.504 -1.153 -0.963  0.4506
H10 3.553 0.222 -0.584  0.2632
H11 3.757 -0.001 1.144  0.3546
H12 3.570 -2.131 -0.400  0.3784
H13 2.468 -2.137 1.062  0.2915

=====

Formula: C9H13N5O
Source: OMol25
Level of theory: the ωB97M-V functional and the def2-TZVPD basis

- relative energy (zero: lowest compared OMol25 entry of this formula, charge and spin) (kcal per mole) = 64.44
- HOMO-LUMO gap (eV) = 8.5
- HOMO (eV) = -8.5140

Each line ends with the Mulliken charge.
Element x y z (Å)
C1 0.651 -0.684 0.435  0.6135
C2 1.142 0.748 0.364  0.3109
C3 1.380 -1.641 1.312  0.4069
C4 2.121 0.414 2.444  0.4233
C5 0.469 0.755 -1.915  -0.8738
C6 -0.764 0.016 -1.584  1.3217
C7 -1.237 -0.750 -2.742  -1.8335
C8 -3.023 0.060 -0.344  -1.5970
C9 -1.786 0.858 -0.799  -0.7357
N1 -0.058 -1.274 -0.418  -0.6982
N2 1.193 1.300 -0.770  -0.5487
N3 1.739 1.199 1.472  -0.6513
N4 2.170 -0.963 2.232  -0.1086
N5 2.590 0.832 3.692  -0.4101
O1 1.284 -2.809 1.298  -0.5348
H1 1.128 0.147 -2.483  0.4319
H2 0.280 1.874 -2.193  0.3509
H3 -1.170 -0.211 -3.667  0.3364
H4 -2.211 -1.161 -2.605  0.4203
H5 -0.599 -1.640 -2.778  0.4363
H6 -3.819 -0.173 -0.962  0.4687
H7 -3.570 0.605 0.415  0.4054
H8 -2.897 -0.888 0.146  0.3992
H9 -1.253 1.233 -0.053  0.5616
H10 -2.195 1.719 -1.343  0.4374
H11 2.728 -1.474 2.904  0.2367
H12 2.785 1.780 3.652  0.2513
H13 2.921 0.127 4.289  0.1793

=====

Formula: C9H13N5PdS
Source: OMol25
Level of theory: the ωB97M-V functional and the def2-TZVPD basis

- relative energy (zero: lowest compared OMol25 entry of this formula, charge and spin) (kcal per mole) = 11.64
- HOMO-LUMO gap (alpha / beta) (eV) = 6.3 / 7.7
- expectation value of S² = 2.007
- HOMO (alpha / beta) (eV) = -5.7940 / -7.2799
- multiplicity = 3

Each line ends with the Mulliken charge.
Element x y z (Å)
Pd1 1.155 1.530 -0.865  -0.0775
C1 1.393 -3.582 1.873  -1.3040
C2 0.865 -2.246 2.241  0.9361
N1 0.097 -1.987 3.247  -0.7972
N2 -0.120 -0.641 3.165  0.2316
C3 0.495 -0.041 2.126  0.3080
S1 0.584 1.574 1.758  -0.4579
N3 1.118 -1.101 1.517  0.4117
N4 1.837 -0.974 0.342  -0.7615
H1 1.065 -4.302 2.618  0.3466
H2 2.483 -3.574 1.839  0.3254
H3 1.018 -3.894 0.896  0.3206
H4 -0.653 -0.167 3.873  0.1861
H5 2.762 -0.586 0.495  0.2947
H6 1.867 -1.853 -0.154  0.1969
C4 -3.419 1.605 -2.572  -0.1261
C5 -2.436 0.882 -3.231  -0.6301
C6 -1.242 0.634 -2.577  -0.0320
N5 -0.987 1.063 -1.337  -0.2023
C7 -1.943 1.747 -0.702  0.2443
C8 -3.167 2.037 -1.280  -0.7479
H7 -4.361 1.823 -3.057  0.3743
H8 -2.587 0.521 -4.239  0.3609
H9 -0.450 0.072 -3.056  0.3519
H10 -1.701 2.066 0.303  0.2370
H11 -3.906 2.599 -0.725  0.3657
C9 3.043 2.102 -0.800  -1.0005
H12 3.418 2.884 -0.140  0.2959
H13 3.773 1.810 -1.559  0.3493

=====

Formula: C9H13NO
Source: OMol25
Level of theory: the ωB97M-V functional and the def2-TZVPD basis

- relative energy (zero: lowest compared OMol25 entry of this formula, charge and spin) (kcal per mole) = 9.24
- HOMO-LUMO gap (eV) = 9.8
- SMILES = Cc1ccccc1.CC(N)=O
- HOMO (eV) = -9.1757

Each line ends with the Mulliken charge.
Element x y z (Å)
C1 -3.309 1.468 -2.057  -0.9125
C2 -3.480 0.049 -1.546  0.6483
O1 -3.971 -0.787 -2.291  -0.6147
N1 -3.023 -0.290 -0.318  -0.4226
H1 -3.746 2.192 -1.370  0.3116
H2 -3.730 1.513 -3.054  0.2773
H3 -2.833 -1.253 -0.192  0.2386
H4 -2.473 0.351 0.222  0.2293
H5 -2.251 1.731 -2.155  0.2505
C3 1.170 -2.412 0.864  -1.4389
C4 3.054 0.703 1.800  -0.4987
C5 2.726 1.592 0.788  -0.4266
C6 2.587 -0.594 1.751  -0.4785
C7 1.552 -0.958 0.875  0.7208
C8 1.762 1.217 -0.150  -0.4848
C9 1.074 0.014 -0.014  -0.2914
H6 3.747 0.915 2.607  0.3470
H7 3.097 2.603 0.896  0.3383
H8 2.955 -1.382 2.396  0.3519
H9 1.519 1.947 -0.911  0.3517
H10 2.035 -3.078 0.824  0.3731
H11 0.624 -2.715 -0.030  0.3759
H12 0.282 -0.203 -0.722  0.4283
H13 0.631 -2.624 1.789  0.3261

=====

Formula: C9H13NO
Source: OMol25
Level of theory: the ωB97M-V functional and the def2-TZVPD basis

- relative energy (zero: lowest compared OMol25 entry of this formula, charge and spin) (kcal per mole) = 58.73
- HOMO-LUMO gap (eV) = 9.3
- SMILES = C=CN1C(=O)C=C[C@@]1(C)CC
- HOMO (eV) = -8.5699

Each line ends with the Mulliken charge.
Element x y z (Å)
C1 0.915 -2.020 0.217  -0.0956
C2 -0.283 -1.720 -0.279  -1.7276
C3 1.708 -0.751 0.180  0.5186
C4 2.286 2.095 -0.177  -1.0310
C5 1.090 1.582 -0.314  0.0718
C6 -0.536 -0.277 -0.471  1.3007
C7 -0.954 0.022 -1.854  -1.6292
C8 -1.357 -0.280 1.993  -1.1469
C9 -1.659 0.231 0.563  -0.7750
N1 0.772 0.224 -0.135  0.2902
O1 2.872 -0.707 0.463  -0.6414
H1 1.450 -2.917 0.357  0.5113
H2 -1.014 -2.521 -0.345  0.3760
H3 2.312 3.124 -0.333  0.2762
H4 3.216 1.670 -0.209  0.3677
H5 0.347 2.142 -0.809  0.3046
H6 -0.735 1.094 -2.142  0.3151
H7 -1.972 -0.142 -1.804  0.4732
H8 -0.370 -0.577 -2.526  0.4289
H9 -1.110 -1.425 1.806  0.2345
H10 -2.126 -0.310 2.679  0.4811
H11 -0.589 0.336 2.405  0.2835
H12 -1.662 1.281 0.577  0.3779
H13 -2.603 -0.153 0.158  0.4356

=====

Formula: C9H13NO2
Source: OMol25
Level of theory: the ωB97M-V functional and the def2-TZVPD basis

- relative energy (zero: lowest compared OMol25 entry of this formula, charge and spin) (kcal per mole) = 10.34
- HOMO-LUMO gap (eV) = 9.3
- SMILES = Cc1ccc(O)cc1.CC(N)=O
- HOMO (eV) = -8.5767

Each line ends with the Mulliken charge.
Element x y z (Å)
C1 -3.771 0.367 -2.052  -0.8533
C2 -2.565 0.237 -2.989  0.6150
O1 -2.444 0.826 -4.036  -0.6184
N1 -1.703 -0.796 -2.661  -0.3362
H1 -1.032 -1.149 -3.340  0.2056
H2 -1.856 -1.344 -1.850  0.1863
H3 -3.581 0.168 -1.006  0.2741
H4 -4.499 -0.285 -2.534  0.2774
H5 -4.108 1.390 -2.232  0.2734
C3 3.868 -0.206 2.409  -1.3166
C4 -0.067 0.070 0.747  1.1344
C5 0.473 1.232 1.300  -0.6224
C6 0.644 -1.117 0.633  -0.7734
C7 1.759 1.128 1.821  -0.5568
C8 1.951 -1.129 1.090  -0.2521
C9 2.539 -0.021 1.706  0.3228
O2 -1.364 0.089 0.264  -0.4274
H6 -1.690 0.966 0.461  0.2252
H7 -0.047 2.180 1.305  0.3335
H8 0.142 -1.910 0.097  0.3167
H9 2.272 1.970 2.268  0.3439
H10 2.516 -2.041 0.928  0.2600
H11 4.310 -1.188 2.313  0.3548
H12 3.704 0.070 3.449  0.3150
H13 4.551 0.493 1.908  0.3184

=====

Formula: C9H13NO2
Source: OMol25
Level of theory: the ωB97M-V functional and the def2-TZVPD basis

- relative energy (zero: lowest compared OMol25 entry of this formula, charge and spin) (kcal per mole) = 7.04
- HOMO-LUMO gap (eV) = 9.5
- SMILES = Cc1ccc(O)cc1.CC(N)=O
- HOMO (eV) = -8.6658

Each line ends with the Mulliken charge.
Element x y z (Å)
C1 -3.963 -0.127 -1.607  -1.0876
C2 -2.805 -1.052 -1.910  0.7626
O1 -2.192 -0.976 -2.960  -0.6475
N1 -2.485 -1.924 -0.929  -0.3292
H1 -4.850 -0.724 -1.401  0.3388
H2 -4.183 0.460 -2.485  0.3083
H3 -1.691 -2.520 -1.082  0.1944
H4 -3.069 -2.047 -0.123  0.1829
H5 -3.705 0.617 -0.851  0.3012
C3 2.736 2.427 2.078  -1.4194
C4 1.076 -0.897 -0.024  0.2296
C5 2.386 -0.953 0.415  -0.4517
C6 0.258 0.175 0.308  -0.2627
C7 2.948 0.137 1.071  -0.5572
C8 0.840 1.281 0.908  -0.5483
C9 2.168 1.265 1.321  0.6956
O2 0.492 -1.975 -0.681  -0.5028
H6 1.064 -2.195 -1.431  0.3357
H7 2.927 -1.849 0.137  0.3574
H8 -0.733 0.217 -0.061  0.4385
H9 4.013 0.174 1.260  0.3050
H10 0.258 2.165 1.105  0.3593
H11 2.260 2.494 3.049  0.3096
H12 2.446 3.372 1.620  0.3400
H13 3.805 2.454 2.272  0.3475

=====

> Among the records above, which one has the lowest relative energy (zero: lowest compared OMol25 entry of this formula, charge and spin)?

number 9